Entry from the Open Molecules 2025 dataset: an isolated ion of composition C3H5N2OS and charge +1 at a distorted geometry (wB97M-V/def2-TZVPD).

## Properties
- HOMO-LUMO gap: 8.43 eV
- Relative energy (zero: lowest compared OMol25 entry of this formula, charge and spin): 0.457 eV

```
! RIJCOSX wB97M-V def2-TZVPD def2/J DEFGRID3
* xyz 1 1
C 0.98 -1.01 -0.03
C -0.86 0.35 0.03
C 0.37 1.20 0.02
N 1.44 0.22 -0.05
N -0.32 -1.07 0.04
O -3.10 -0.72 -0.01
S -2.50 0.60 -0.01
H 1.62 -1.88 -0.06
H 0.41 1.90 -0.82
H 0.48 1.80 0.94
H 2.41 0.48 -0.13
H -0.94 -1.86 0.08
*
```



Entry from the Open Molecules 2025 dataset: an isolated ion of composition C3H5N2OS and charge +1 at a distorted geometry (wB97M-V/def2-TZVPD).

## Properties
- HOMO-LUMO gap: 10.02 eV
- Relative energy (zero: lowest compared OMol25 entry of this formula, charge and spin): 1.684 eV
- SMILES: S[C@H]1[NH+]=CN=CO1

```
! RIJCOSX wB97M-V def2-TZVPD def2/J DEFGRID3
* xyz 1 1
C 1.15 1.34 -0.10
C 1.23 -0.83 -0.47
C -0.87 -0.03 0.56
N 1.79 0.33 -0.60
N 0.00 -1.03 -0.04
O 0.11 1.37 0.58
S -2.26 0.29 -0.44
H 1.72 2.35 -0.47
H 1.68 -1.67 -0.76
H -0.84 -0.33 1.68
H -0.42 -1.88 -0.41
H -3.28 0.09 0.47
*
```



Entry from the Open Molecules 2025 dataset: a 2-piece molecular cluster, C3H5N2OS2 overall (wB97M-V/def2-TZVPD).

## Properties
- HOMO-LUMO gap (alpha / beta): 7.32 / 6.83 eV
- Relative energy (zero: lowest compared OMol25 entry of this formula, charge and spin): 1.619 eV

```
! RIJCOSX wB97M-V def2-TZVPD def2/J DEFGRID3
* xyz 1 1
C 1.41 -0.44 0.88
C 0.50 0.60 -0.90
C -0.30 0.82 0.29
N 1.56 -0.21 -0.42
N 0.31 0.17 1.32
O 0.35 0.99 -2.03
S -2.26 -1.82 -0.15
S -1.71 1.78 0.41
H 2.07 -1.03 1.49
H 2.31 -0.54 -1.01
H -0.04 0.14 2.27
H -2.51 -2.53 -1.24
H -1.71 2.07 -0.90
*
```



Entry from the Open Molecules 2025 dataset: C3H5N2S as an isolated structure at a distorted geometry (wB97M-V/def2-TZVPD).

## Properties
- HOMO-LUMO gap: 8.26 eV
- Relative energy (zero: lowest compared OMol25 entry of this formula, charge and spin): 4.233 eV

```
! RIJCOSX wB97M-V def2-TZVPD def2/J DEFGRID3
* xyz 1 1
C -0.13 0.43 -0.25
C 0.77 -0.87 0.84
C -1.43 0.12 -0.85
N 1.73 1.43 0.51
N 0.63 1.50 -0.18
S 2.06 0.12 1.33
H 0.33 -1.24 1.69
H 1.09 -1.76 0.16
H -1.24 0.09 -1.97
H -2.13 0.95 -0.83
H -1.69 -0.77 -0.44
*
```



Entry from the Open Molecules 2025 dataset: one molecule with the formula C3H5N3 (wB97M-V/def2-TZVPD).

## Properties
- HOMO-LUMO gap: 10.34 eV
- Relative energy (zero: lowest compared OMol25 entry of this formula, charge and spin): 1.079 eV
- SMILES: Cc1cnn[nH]1

```
! RIJCOSX wB97M-V def2-TZVPD def2/J DEFGRID3
* xyz 0 1
C 1.15 0.15 -0.96
C 0.00 0.00 -0.02
C -0.63 -1.13 0.42
N -1.53 -0.81 1.38
N -1.51 0.47 1.55
N -0.59 0.97 0.71
H 1.38 -0.83 -1.38
H 0.91 0.84 -1.78
H 2.04 0.51 -0.44
H -0.59 -2.10 -0.05
H -0.59 1.97 0.53
*
```



Entry from the Open Molecules 2025 dataset: one molecule with the formula C3H5N3 at a distorted geometry (wB97M-V/def2-TZVPD).

## Properties
- HOMO-LUMO gap: 9.72 eV
- Relative energy (zero: lowest compared OMol25 entry of this formula, charge and spin): 2.878 eV

```
! RIJCOSX wB97M-V def2-TZVPD def2/J DEFGRID3
* xyz 0 1
N -1.70 -0.08 0.14
C -0.31 -0.14 0.04
C 0.46 -1.23 0.17
C 2.70 1.13 -0.40
N 1.54 1.25 -0.26
N 0.20 1.16 -0.20
H -2.11 -0.98 0.31
H -2.14 0.37 -0.66
H 0.01 -2.21 0.21
H 1.54 -1.15 0.22
H -0.19 1.87 0.41
*
```



Entry from the Open Molecules 2025 dataset: one molecule with the formula C3H5N3 at a distorted geometry (wB97M-V/def2-TZVPD).

## Properties
- HOMO-LUMO gap (alpha / beta): 8.36 / 8.36 eV
- Relative energy (zero: lowest compared OMol25 entry of this formula, charge and spin): 2.605 eV

```
! RIJCOSX wB97M-V def2-TZVPD def2/J DEFGRID3
* xyz 0 1
N -2.08 -0.49 0.11
C -0.81 -0.45 0.23
N 0.21 -1.39 0.36
N 1.30 -0.68 0.00
C 1.19 0.59 -0.33
C -0.23 0.93 -0.05
H -0.99 1.22 -0.78
H -2.53 -1.38 0.25
H 2.18 -1.19 -0.02
H 2.06 1.19 -0.54
H -0.31 1.64 0.78
*
```



Entry from the Open Molecules 2025 dataset: one molecule with the formula C3H5N3 at a distorted geometry (wB97M-V/def2-TZVPD).

## Properties
- HOMO-LUMO gap: 10.50 eV
- Relative energy (zero: lowest compared OMol25 entry of this formula, charge and spin): 2.785 eV
- SMILES: Cn1ccnn1

```
! RIJCOSX wB97M-V def2-TZVPD def2/J DEFGRID3
* xyz 0 1
C -1.42 -0.01 0.21
N -0.30 -0.55 -0.67
C 0.55 0.53 -0.61
C 1.62 0.18 0.11
N 1.56 -1.20 0.32
N 0.45 -1.64 -0.10
H -2.33 -0.46 -0.14
H -1.17 -0.23 1.26
H -1.54 1.10 0.18
H 0.17 1.43 -1.05
H 2.40 0.82 0.47
*
```



Entry from the Open Molecules 2025 dataset: one molecule with the formula C3H5N3 at a distorted geometry (wB97M-V/def2-TZVPD).

## Properties
- HOMO-LUMO gap: 11.11 eV
- Relative energy (zero: lowest compared OMol25 entry of this formula, charge and spin): 1.279 eV
- SMILES: C/N=C(\N)C#N

```
! RIJCOSX wB97M-V def2-TZVPD def2/J DEFGRID3
* xyz 0 1
C -0.21 1.71 -0.06
N 0.72 0.67 -0.46
C 0.41 -0.52 -0.16
N -0.78 -0.87 0.54
C 1.29 -1.63 -0.52
N 1.87 -2.61 -0.74
H 0.31 2.39 0.62
H -0.48 2.28 -0.95
H -1.12 1.34 0.42
H -1.44 -1.35 -0.06
H -0.58 -1.42 1.37
*
```



Entry from the Open Molecules 2025 dataset: one molecule with the formula C3H5N3 at a distorted geometry (wB97M-V/def2-TZVPD).

## Properties
- HOMO-LUMO gap: 8.71 eV
- Relative energy (zero: lowest compared OMol25 entry of this formula, charge and spin): 6.411 eV

```
! RIJCOSX wB97M-V def2-TZVPD def2/J DEFGRID3
* xyz 0 1
N 0.43 -1.93 1.26
C -0.06 -0.25 0.09
N 0.68 0.21 -0.81
N 0.31 1.52 -1.11
C -0.90 1.92 -0.82
C -0.61 -0.97 1.02
H 0.66 -2.44 0.41
H 1.24 -1.64 1.78
H 0.98 1.94 -1.74
H -1.01 2.91 -1.29
H -1.67 -1.15 1.20
*
```



Entry from the Open Molecules 2025 dataset: one molecule with the formula C3H5N3 (wB97M-V/def2-TZVPD).

## Properties
- HOMO-LUMO gap: 9.85 eV
- Relative energy (zero: lowest compared OMol25 entry of this formula, charge and spin): 0.528 eV
- SMILES: [H]/N=C1/CNC=N1

```
! RIJCOSX wB97M-V def2-TZVPD def2/J DEFGRID3
* xyz 0 1
N -1.27 1.75 -0.30
C -0.37 0.87 -0.20
C -0.75 -0.60 -0.22
N 0.42 -1.18 0.41
C 1.39 -0.22 0.38
N 1.03 0.98 0.05
H -0.91 2.69 -0.23
H -1.68 -0.68 0.34
H -0.90 -0.98 -1.23
H 0.64 -2.17 0.36
H 2.41 -0.49 0.65
*
```



Entry from the Open Molecules 2025 dataset: one molecule with the formula C3H5N3 (wB97M-V/def2-TZVPD).

## Properties
- HOMO-LUMO gap: 9.31 eV
- Relative energy (zero: lowest compared OMol25 entry of this formula, charge and spin): 0.713 eV
- SMILES: Nc1cn[nH]c1

```
! RIJCOSX wB97M-V def2-TZVPD def2/J DEFGRID3
* xyz 0 1
N 0.35 -0.71 -1.71
C 0.10 -0.25 -0.41
C -0.63 0.84 0.01
N -0.62 0.81 1.37
N 0.08 -0.21 1.87
C 0.51 -0.87 0.80
H 1.35 -0.81 -1.89
H -0.04 -0.10 -2.42
H -1.16 1.61 -0.54
H -1.04 1.47 2.01
H 1.10 -1.77 0.92
*
```



Entry from the Open Molecules 2025 dataset: one molecule with the formula C3H5N3 at a distorted geometry (wB97M-V/def2-TZVPD).

## Properties
- HOMO-LUMO gap: 9.01 eV
- Relative energy (zero: lowest compared OMol25 entry of this formula, charge and spin): 4.182 eV

```
! RIJCOSX wB97M-V def2-TZVPD def2/J DEFGRID3
* xyz 0 1
C 0.59 -1.00 -1.27
N -0.10 -0.36 -0.13
C -0.19 -0.20 1.86
N -0.58 0.98 1.87
C -0.87 1.53 0.66
N -0.54 0.81 -0.40
H -0.05 -1.03 -2.16
H 1.49 -0.43 -1.55
H 0.88 -2.02 -1.02
H 0.67 -0.77 1.58
H -1.31 2.50 0.57
*
```



Entry from the Open Molecules 2025 dataset: C3H5N3 as an isolated structure at a distorted geometry (wB97M-V/def2-TZVPD).

## Properties
- HOMO-LUMO gap: 9.55 eV
- Relative energy (zero: lowest compared OMol25 entry of this formula, charge and spin): 5.369 eV

```
! RIJCOSX wB97M-V def2-TZVPD def2/J DEFGRID3
* xyz 0 1
C -1.66 -0.04 0.07
N -0.23 -0.09 -0.20
C 0.54 0.94 -0.18
N 1.88 0.77 -0.11
N 2.31 -0.45 0.82
C 1.62 -1.05 0.02
H -2.18 -0.78 -0.55
H -2.08 0.95 -0.15
H -1.87 -0.27 1.12
H 0.20 1.98 -0.27
H 1.47 -1.95 -0.56
*
```



Entry from the Open Molecules 2025 dataset: one molecule with the formula C3H5N3 at a distorted geometry (wB97M-V/def2-TZVPD).

## Properties
- HOMO-LUMO gap: 9.19 eV
- Relative energy (zero: lowest compared OMol25 entry of this formula, charge and spin): 0.532 eV
- SMILES: Nc1c[nH]cn1

```
! RIJCOSX wB97M-V def2-TZVPD def2/J DEFGRID3
* xyz 0 1
N -1.59 0.93 -0.75
C -0.41 0.42 -0.18
C -0.28 -0.92 -0.14
N 1.00 -1.15 0.38
C 1.53 0.10 0.60
N 0.71 1.07 0.28
H -1.46 1.85 -1.12
H -2.41 0.90 -0.15
H -1.15 -1.43 -0.50
H 1.50 -2.01 0.56
H 2.54 0.25 0.99
*
```



Entry from the Open Molecules 2025 dataset: C3H5N3 as an isolated structure at a distorted geometry (wB97M-V/def2-TZVPD).

## Properties
- HOMO-LUMO gap: 10.43 eV
- Relative energy (zero: lowest compared OMol25 entry of this formula, charge and spin): 3.883 eV

```
! RIJCOSX wB97M-V def2-TZVPD def2/J DEFGRID3
* xyz 0 1
C -1.62 -0.32 0.08
N -0.23 0.64 -0.37
C 0.87 0.95 0.28
C 1.76 -0.07 0.03
N 1.18 -1.03 -0.70
N 0.00 -0.60 -0.98
H -1.54 -1.39 0.22
H -1.85 0.20 1.00
H -2.32 -0.08 -0.70
H 0.95 1.86 0.84
H 2.80 -0.15 0.30
*
```



Entry from the Open Molecules 2025 dataset: one molecule with the formula C3H5N3 at a distorted geometry (wB97M-V/def2-TZVPD).

## Properties
- HOMO-LUMO gap: 8.77 eV
- Relative energy (zero: lowest compared OMol25 entry of this formula, charge and spin): 3.216 eV

```
! RIJCOSX wB97M-V def2-TZVPD def2/J DEFGRID3
* xyz 0 1
N -0.11 1.68 0.91
C -0.04 0.45 0.55
C -0.45 -0.90 0.64
C -0.24 -1.42 -0.66
N 0.33 -0.65 -1.57
N 0.64 0.53 -0.76
H -0.49 1.94 1.80
H 0.35 1.56 -0.79
H -1.03 -1.34 1.43
H -0.55 -2.42 -0.98
H 1.66 0.52 -0.64
*
```



Entry from the Open Molecules 2025 dataset: one molecule with the formula C3H5N3 at a distorted geometry (wB97M-V/def2-TZVPD).

## Properties
- HOMO-LUMO gap: 10.11 eV
- Relative energy (zero: lowest compared OMol25 entry of this formula, charge and spin): 1.644 eV
- SMILES: Cc1cnn[nH]1

```
! RIJCOSX wB97M-V def2-TZVPD def2/J DEFGRID3
* xyz 0 1
C -1.41 -1.17 -0.99
C -0.36 -0.34 -0.40
C 0.95 -0.63 -0.06
H -1.79 -1.96 -0.24
H -0.94 -1.70 -1.93
H -2.10 -0.38 -1.37
H 1.40 -1.53 -0.28
H -1.40 1.40 0.23
N 1.42 0.32 0.71
N 0.52 1.21 0.89
N -0.56 0.90 0.16
*
```



Entry from the Open Molecules 2025 dataset: a 2-piece molecular cluster, C3H5N3 overall at a distorted geometry (wB97M-V/def2-TZVPD).

## Properties
- HOMO-LUMO gap: 10.94 eV
- Relative energy (zero: lowest compared OMol25 entry of this formula, charge and spin): 2.117 eV

```
! RIJCOSX wB97M-V def2-TZVPD def2/J DEFGRID3
* xyz 0 1
C 0.37 0.51 -1.41
N -0.89 0.45 -0.65
C -1.10 -0.58 0.17
N -1.33 -1.49 0.86
C 1.59 0.18 1.86
N 0.83 -0.62 2.25
H 1.22 0.73 -0.77
H 0.26 1.27 -2.18
H 0.52 -0.46 -1.90
H -1.25 1.33 -0.31
H 0.01 -1.23 2.16
*
```



Entry from the Open Molecules 2025 dataset: a 2-piece molecular cluster, C3H5N3 overall (wB97M-V/def2-TZVPD).

## Properties
- HOMO-LUMO gap: 9.03 eV
- Relative energy (zero: lowest compared OMol25 entry of this formula, charge and spin): 5.202 eV

```
! RIJCOSX wB97M-V def2-TZVPD def2/J DEFGRID3
* xyz 0 1
C -1.95 -0.32 0.23
N 0.05 0.21 -0.62
C 0.60 1.22 0.14
N 1.66 0.80 0.76
N 1.86 -0.52 0.41
C 0.92 -0.84 -0.43
H -1.65 -1.38 0.37
H -0.64 0.32 -1.36
H -1.71 0.12 1.22
H 0.18 2.21 0.20
H 0.79 -1.81 -0.90
*
```